This record from the Open Molecules 2025 dataset describes a molecular structure, C18H29Ba2F8NO9S2 in a non-equilibrium geometry. The level of theory is ωB97M-V/def2-TZVPD.

Last column: Mulliken charge in e.
Geometry (Å):
1 Ba -0.653 5.339 6.590  1.216
2 Ba -4.664 10.864 4.450  1.024
3 O -2.983 5.308 1.819  -0.468
4 C -3.723 4.192 1.291  -0.274
5 C -3.471 2.641 1.622  -0.228
6 O -3.034 2.272 2.943  -0.438
7 H -3.783 4.289 0.207  0.313
8 H -4.762 4.485 1.443  0.284
9 H -2.749 2.164 0.959  0.279
10 H -4.339 2.054 1.320  0.292
11 O 7.416 -3.072 7.872  -0.589
12 S 7.903 -3.440 6.514  1.104
13 O 8.412 -4.782 6.141  -0.569
14 O 6.659 -3.203 5.439  -0.308
15 C 6.011 -1.942 5.436  -0.221
16 C 4.681 -2.065 4.814  -1.259
17 C 9.170 -2.134 6.017  -0.855
18 H 6.626 -1.273 4.835  0.315
19 H 6.078 -1.373 6.363  0.451
20 H 4.164 -2.780 5.454  0.311
21 H 4.798 -2.518 3.830  0.295
22 H 4.099 -1.150 4.704  0.355
23 H 9.504 -2.330 4.998  0.337
24 H 10.097 -2.191 6.587  0.352
25 H 8.629 -1.192 5.933  0.280
26 O 4.741 3.206 -4.623  -0.600
27 S 3.596 4.088 -4.356  1.155
28 O 3.779 5.358 -3.567  -0.613
29 O 2.914 4.464 -5.789  -0.247
30 C 3.657 5.295 -6.705  -0.432
31 C 3.381 6.762 -6.408  -0.938
32 C 2.232 3.075 -3.571  -0.883
33 H 3.384 5.079 -7.738  0.293
34 H 4.689 4.948 -6.647  0.354
35 H 2.339 6.873 -6.110  0.286
36 H 3.323 7.373 -7.309  0.385
37 H 4.043 7.191 -5.656  0.267
38 H 1.313 3.578 -3.870  0.302
39 H 2.302 2.979 -2.487  0.340
40 H 2.288 2.090 -4.034  0.328
41 N -3.039 0.769 -6.153  -0.525
42 C -4.018 1.243 -5.375  -0.200
43 C -4.357 2.565 -5.418  -0.325
44 C -3.785 3.449 -6.290  -0.172
45 C -2.749 3.038 -7.135  -0.450
46 C -2.422 1.662 -7.035  -0.170
47 H -4.333 0.651 -4.528  0.351
48 H -5.229 2.876 -4.860  0.344
49 H -4.191 4.450 -6.330  0.368
50 H -2.177 3.635 -7.830  0.381
51 H -1.607 1.228 -7.595  0.400
52 C -4.662 -5.135 2.653  -1.092
53 C -5.554 -6.128 3.428  1.011
54 C -5.742 -5.982 4.947  0.071
55 F -4.513 -6.280 5.379  -0.253
56 F -6.127 -4.732 5.331  -0.272
57 F -6.711 -6.122 2.864  -0.301
58 F -5.066 -7.400 3.285  -0.290
59 O -4.620 -5.497 1.258  -0.376
60 C -3.374 -6.025 0.818  0.913
61 C -3.333 -6.090 -0.707  0.161
62 F -2.163 -6.442 -1.168  -0.261
63 F -4.227 -6.883 -1.278  -0.239
64 F -2.398 -5.158 1.187  -0.296
65 F -3.082 -7.209 1.457  -0.266
66 H -3.759 -5.075 3.261  0.435
67 H -4.979 -4.109 2.840  0.527
68 H -6.404 -6.771 5.301  0.330
69 H -3.445 -5.051 -1.018  0.198

E_LUMO	-8.28	eV
total charge	+2
HOMO-LUMO gap	2.219	eV
HOMO energy	-10.502	eV


This record from the Open Molecules 2025 dataset describes C6H12N2 in the gas phase in a non-equilibrium geometry. The level of theory is ωB97M-V/def2-TZVPD.

Last column: Mulliken charge in e.
Geometry (Å):
1 C 0.909 0.059 0.788  -0.628
2 C 1.355 -1.155 0.607  -0.140
3 C 0.082 1.154 0.304  0.972
4 C -0.926 0.655 -0.752  -0.905
5 C 0.947 -2.138 -0.397  -1.138
6 C 1.047 2.195 -0.267  -1.480
7 N -2.275 -0.324 1.072  -0.674
8 N -1.963 -0.134 -0.284  -0.022
9 H 2.112 -1.393 1.326  0.402
10 H -0.261 1.560 1.203  0.205
11 H -0.765 0.732 -1.805  0.471
12 H 1.688 -2.877 -0.420  0.429
13 H 1.023 -1.662 -1.359  0.322
14 H 0.067 -2.708 -0.092  0.237
15 H 0.481 3.144 -0.270  0.367
16 H 1.539 1.702 -1.129  0.373
17 H 1.768 2.484 0.547  0.348
18 H -1.510 -0.829 1.621  0.298
19 H -2.399 0.668 1.483  0.305
20 H -2.189 -0.939 -0.902  0.256

E_LUMO (spin up / spin down)	0.59 / 0.97	eV
HOMO-LUMO gap (spin up / spin down)	6.997 / 8.541	eV
energy relative to the best compared isomer or geometry (same formula, charge and spin)	592.5	kJ/mol
HOMO energy (spin up / spin down)	-6.409 / -7.573	eV


This record from the Open Molecules 2025 dataset describes a molecular structure, C23H25BrN5O3Ti. The level of theory is ωB97M-V/def2-TZVPD.

Last column: Mulliken charge in e.
Geometry (Å):
1 Ti 0.212 0.344 0.440  -0.132
2 C -3.698 -1.343 -0.558  -1.843
3 C -2.524 -0.480 -0.301  0.947
4 N -1.320 -0.911 -0.073  1.794
5 N -1.074 -2.262 -0.070  -1.288
6 C 0.174 -2.450 0.225  0.680
7 O 0.900 -1.324 0.460  -0.382
8 C 0.833 -3.729 0.319  0.561
9 C 2.157 -3.812 0.767  -0.289
10 C 2.770 -5.046 0.856  -0.861
11 C 2.072 -6.194 0.496  -0.393
12 C 0.756 -6.116 0.050  -0.767
13 C 0.131 -4.889 -0.039  -0.353
14 C -2.629 0.986 -0.248  0.428
15 C -3.778 1.687 -0.547  -0.844
16 C -3.746 3.079 -0.485  -0.577
17 C -2.567 3.713 -0.133  -0.877
18 C -1.448 2.943 0.144  -0.105
19 N -1.471 1.607 0.089  0.440
20 H -3.440 -2.392 -0.477  0.352
21 H -4.082 -1.148 -1.564  0.445
22 H -4.498 -1.094 0.142  0.417
23 H 2.696 -2.918 1.051  0.422
24 H 3.790 -5.121 1.205  0.440
25 H 2.557 -7.159 0.565  0.431
26 H 0.224 -7.014 -0.229  0.439
27 H -0.890 -4.817 -0.389  0.468
28 H -4.685 1.167 -0.821  0.551
29 H -4.634 3.655 -0.712  0.475
30 H -2.503 4.791 -0.071  0.492
31 H -0.510 3.408 0.421  0.512
32 O 0.035 0.522 6.610  -0.453
33 C -0.042 0.403 5.309  0.873
34 C -0.899 -0.490 4.638  -0.735
35 C -0.898 -0.517 3.270  -0.585
36 N -0.109 0.300 2.531  0.309
37 C 0.701 1.128 3.201  0.452
38 Br 1.769 2.130 1.982  -0.126
39 C 0.797 1.246 4.550  -0.498
40 H -0.554 -0.072 7.099  0.351
41 H -1.550 -1.156 5.189  0.392
42 H -1.531 -1.203 2.723  0.515
43 H 1.476 1.932 5.037  0.550
44 C 3.329 1.797 -3.814  -1.022
45 N 2.170 1.685 -2.909  0.059
46 C 0.898 2.220 -3.418  -0.877
47 C 2.236 1.073 -1.769  0.953
48 C 3.488 0.457 -1.239  -1.498
49 O 1.139 0.970 -1.058  -0.445
50 H 3.345 2.804 -4.223  0.347
51 H 3.218 1.079 -4.626  0.364
52 H 4.256 1.620 -3.283  0.444
53 H 1.121 3.000 -4.139  0.357
54 H 0.315 2.635 -2.602  0.285
55 H 0.338 1.426 -3.911  0.319
56 H 4.207 1.231 -0.964  0.453
57 H 3.956 -0.182 -1.988  0.504
58 H 3.256 -0.146 -0.365  0.127

E_LUMO	-10.61	eV
total charge	+3
HOMO-LUMO gap	5.801	eV
energy relative to the best compared isomer or geometry (same formula, charge and spin)	0.0	kJ/mol
HOMO energy	-16.410	eV


This record from the Open Molecules 2025 dataset describes a molecular structure, C32H48BrInN9O2SSi2Te in a non-equilibrium geometry. The level of theory is ωB97M-V/def2-TZVPD.

Last column: Mulliken charge in e.
Geometry (Å):
1 In -0.821 0.671 -0.224  0.632
2 N -0.965 -3.179 -3.711  -0.459
3 C -0.785 -2.644 -2.457  0.313
4 S 0.851 -2.443 -1.982  -0.476
5 N -1.909 -2.499 -1.791  -1.534
6 N -1.998 -1.817 -0.657  1.522
7 C -3.059 -2.068 0.056  -1.204
8 C -3.273 -1.401 1.302  1.169
9 C -4.415 -1.666 2.077  -1.192
10 C -4.583 -1.021 3.279  -0.389
11 C -3.616 -0.101 3.683  -1.186
12 C -2.522 0.105 2.867  -0.742
13 N -2.327 -0.540 1.719  0.537
14 H -0.179 -3.096 -4.331  0.222
15 H -1.882 -3.036 -4.106  0.286
16 H -3.765 -2.827 -0.272  0.284
17 H -5.141 -2.377 1.707  0.450
18 H -5.452 -1.212 3.894  0.398
19 H -3.727 0.455 4.604  0.455
20 H -1.758 0.830 3.122  1.222
21 N 2.336 0.809 -3.598  0.180
22 C 3.281 1.036 -2.623  -1.163
23 C 2.606 1.029 -1.436  -0.483
24 N 1.293 0.788 -1.672  1.420
25 C 1.143 0.657 -2.964  -0.799
26 C -0.149 0.428 -3.537  -0.392
27 N -1.196 0.166 -2.789  1.283
28 C -2.262 0.070 -3.622  -0.793
29 C -1.856 0.273 -4.909  -1.069
30 N -0.499 0.490 -4.851  0.083
31 H 2.524 0.723 -4.581  0.162
32 H 4.312 1.200 -2.869  0.452
33 H 2.947 1.196 -0.431  0.254
34 H -3.250 -0.117 -3.244  0.505
35 H -2.394 0.294 -5.837  0.496
36 H 0.083 0.752 -5.626  0.175
37 C -0.933 4.287 0.308  -1.507
38 C -0.800 3.240 1.431  2.104
39 C 0.021 3.881 2.575  -1.997
40 C -2.202 2.907 1.972  -1.728
41 N -0.050 2.088 1.058  -0.027
42 H -1.276 5.252 0.689  0.519
43 H -1.653 3.926 -0.419  0.068
44 H 0.033 4.421 -0.181  0.253
45 H -0.465 4.800 2.904  0.475
46 H 1.023 4.115 2.220  0.343
47 H 0.087 3.193 3.415  0.280
48 H -2.722 3.801 2.323  0.509
49 H -2.121 2.191 2.790  0.307
50 H -2.788 2.451 1.173  0.176
51 C 0.379 -5.372 -0.054  -0.789
52 Si 1.879 -4.938 1.020  0.337
53 C 3.215 -6.281 0.767  -1.110
54 C 1.316 -5.127 2.832  -1.145
55 C 2.551 -3.224 0.606  -0.962
56 Te 0.908 -1.783 0.909  -0.225
57 C 1.753 -1.667 2.940  -0.685
58 Si 3.128 -0.392 3.115  0.330
59 C 4.674 -0.777 2.064  -1.197
60 C 3.714 -0.488 4.935  -1.195
61 C 2.592 1.388 2.768  0.016
62 H 0.015 -6.382 0.138  0.447
63 H 0.617 -5.292 -1.113  0.288
64 H -0.434 -4.674 0.143  0.054
65 H 2.807 -7.268 0.979  0.286
66 H 4.066 -6.129 1.430  0.301
67 H 3.589 -6.291 -0.255  0.316
68 H 0.881 -6.114 2.992  0.387
69 H 0.559 -4.385 3.081  0.310
70 H 2.143 -5.018 3.533  0.314
71 H 2.859 -3.184 -0.436  0.719
72 H 3.400 -2.956 1.230  0.314
73 H 2.128 -2.656 3.190  -0.025
74 H 0.946 -1.442 3.634  0.590
75 H 5.165 -1.693 2.390  0.337
76 H 5.401 0.030 2.153  0.395
77 H 4.421 -0.886 1.010  0.322
78 H 4.127 -1.467 5.175  0.294
79 H 2.881 -0.309 5.614  0.309
80 H 4.480 0.256 5.149  0.294
81 H 1.723 1.448 2.102  -0.719
82 H 3.396 1.967 2.311  0.439
83 H 2.323 1.893 3.696  0.389
84 Br -4.848 4.992 -3.557  -0.180
85 C -2.970 4.699 -3.556  -0.011
86 C -2.182 5.666 -4.165  -0.376
87 C -0.805 5.529 -4.165  -0.708
88 C -0.225 4.417 -3.573  -1.117
89 C -1.023 3.470 -2.956  0.237
90 C -2.409 3.587 -2.935  0.304
91 C -3.249 2.474 -2.270  -0.132
92 O -4.325 2.209 -2.804  -0.747
93 O -2.736 1.942 -1.246  -0.557
94 H -2.653 6.521 -4.632  0.401
95 H -0.193 6.302 -4.612  0.380
96 H 0.850 4.289 -3.584  0.481
97 H -0.577 2.634 -2.440  0.892

E_LUMO	1.84	eV
total charge	-1
HOMO-LUMO gap	5.692	eV
energy relative to the best compared isomer or geometry (same formula, charge and spin)	372.6	kJ/mol
HOMO energy	-3.857	eV


This record from the Open Molecules 2025 dataset describes C14H18N2O4 in the gas phase in a non-equilibrium geometry. The level of theory is ωB97M-V/def2-TZVPD.

Last column: Mulliken charge in e.
Geometry (Å):
1 C 3.933 -0.606 0.547  -1.503
2 C 3.021 -0.205 -0.612  -0.292
3 N 1.836 0.470 -0.134  -0.116
4 C 1.770 1.818 -0.016  0.273
5 O 2.642 2.579 -0.383  -0.702
6 N 0.615 2.314 0.567  -0.081
7 C -0.582 1.673 0.877  0.003
8 C -1.307 2.095 1.989  -0.654
9 C -2.517 1.507 2.346  -0.991
10 C -2.973 0.477 1.560  0.880
11 C -2.264 0.065 0.432  0.783
12 C -1.081 0.649 0.057  -0.832
13 O -2.941 -0.953 -0.186  -0.490
14 C -4.102 -1.170 0.590  -0.267
15 O -4.114 -0.276 1.681  -0.466
16 C 2.574 -1.440 -1.413  -0.003
17 C 1.784 -1.096 -2.680  -0.665
18 C 0.845 -2.291 -2.812  -0.689
19 C 0.568 -2.636 -1.349  -0.018
20 O 1.713 -2.243 -0.609  -0.515
21 H 3.424 -1.330 1.179  0.309
22 H 4.848 -1.053 0.169  0.393
23 H 4.188 0.272 1.134  0.409
24 H 3.544 0.493 -1.274  0.430
25 H 1.204 -0.112 0.395  0.460
26 H 0.694 3.283 0.840  0.265
27 H -0.919 2.902 2.591  0.401
28 H -3.070 1.840 3.207  0.418
29 H -0.579 0.354 -0.847  0.777
30 H -4.995 -1.005 -0.033  0.232
31 H -4.106 -2.207 0.962  0.263
32 H 3.464 -2.035 -1.667  0.487
33 H 2.434 -0.964 -3.542  0.420
34 H 1.220 -0.175 -2.520  0.217
35 H -0.067 -2.062 -3.359  0.370
36 H 1.357 -3.118 -3.305  0.301
37 H 0.407 -3.705 -1.188  0.333
38 H -0.312 -2.093 -0.976  -0.139

E_LUMO	0.73	eV
HOMO-LUMO gap	8.631	eV
energy relative to the best compared isomer or geometry (same formula, charge and spin)	117.8	kJ/mol
HOMO energy	-7.899	eV
SMILES	C[C@H](NC(=O)Nc1ccc2c(c1)OCO2)[C@@H]1CCCO1


This record from the Open Molecules 2025 dataset describes C4H8OS2 in the gas phase in a non-equilibrium geometry. The level of theory is ωB97M-V/def2-TZVPD.

Last column: Mulliken charge in e.
Geometry (Å):
1 O 0.080 1.617 -0.881  -0.580
2 C -0.100 1.044 0.438  -0.434
3 C -1.594 0.862 0.682  -0.598
4 S -1.909 -0.711 -0.242  -0.138
5 C -0.212 -1.321 -0.182  -0.709
6 C 0.670 -0.295 0.518  -0.093
7 S 2.404 -0.278 0.057  -0.211
8 H -0.270 0.897 -1.489  0.441
9 H 0.266 1.794 1.151  0.458
10 H -2.187 1.652 0.320  0.379
11 H -1.700 0.674 1.779  0.310
12 H -0.184 -2.287 0.295  0.421
13 H 0.052 -1.423 -1.252  0.310
14 H 0.724 -0.575 1.668  0.290
15 H 2.163 0.417 -1.204  0.152

E_LUMO	0.68	eV
HOMO-LUMO gap	9.570	eV
energy relative to the best compared isomer or geometry (same formula, charge and spin)	54.7	kJ/mol
HOMO energy	-8.889	eV
SMILES	O[C@H]1CSC[C@H]1S